(1)
# C6H10O

A single C6H10O molecule (ωB97M-V/def2-TZVPD, the Open Molecules 2025 dataset).

```
17
Properties=species:S:1:pos:R:3:forces:R:3
C -0.5019 0.7792 2.0673 -0.051 0.017 0.082
C 0.1509 0.4931 0.7380 0.073 0.155 -0.076
C 0.7854 1.4508 0.0640 -0.049 -0.101 0.044
C -0.5758 -0.4725 -2.1395 -0.322 -0.020 0.075
C 0.3926 -1.1648 -1.2031 0.046 0.029 0.034
C 0.0441 -0.9402 0.2626 -0.025 -0.027 0.029
O -1.7195 -0.2141 -1.8517 0.488 -0.094 -0.144
H -1.4111 0.1853 2.2063 0.098 0.073 -0.074
H -0.7701 1.8348 2.1627 0.096 -0.122 -0.018
H 0.1732 0.5296 2.8940 -0.057 -0.022 -0.085
H 1.2950 1.2689 -0.8782 -0.108 0.005 0.098
H 0.8268 2.4707 0.4381 -0.024 -0.156 -0.015
H -0.1841 -0.2334 -3.1519 -0.067 -0.035 0.090
H 1.4167 -0.8590 -1.4438 -0.124 -0.007 0.016
H 0.3393 -2.2387 -1.4386 -0.002 0.156 -0.008
H -0.9869 -1.2767 0.4225 0.124 0.061 0.014
H 0.6772 -1.5778 0.8951 -0.096 0.087 -0.061
```
Forces are in eV/Å.

Output
E_LUMO   1.01 eV
2S+1   1
E_tot   -309.8254 hartree
Structure (SMILES)   C=C(C)CCC=O
Gap between HOMO and LUMO   10.3974 eV
HOMO level   -9.389 eV

Atom charges from the natural (NBO) analysis, given in e for atoms 1 to 4: C -0.64; C 0.05; C -0.43; C 0.45

---

(2)
# C2H4ClFO

A single C2H4ClFO molecule in a non-equilibrium geometry (ωB97M-V/def2-TZVPD, the Open Molecules 2025 dataset).

```
9
Properties=species:S:1:pos:R:3:forces:R:3
C 1.2012 0.1924 0.3589 0.053 4.188 -0.223
C -0.9946 -0.1430 -0.3496 0.006 -0.114 -0.283
O -0.1005 0.7388 0.2262 -2.280 -1.085 -0.445
F -1.1351 -1.3828 0.2695 1.184 0.409 0.173
Cl -2.6111 0.4706 -0.3025 -0.682 0.985 -0.053
H 1.7763 1.1852 0.2639 0.067 -2.104 0.292
H 1.4034 -0.5111 -0.3793 0.646 -1.158 -1.439
H 1.2056 -0.2157 1.3104 0.824 -0.929 1.844
H -0.7451 -0.3343 -1.3975 0.182 -0.192 0.133
```
Forces are in eV/Å.

Output
E_LUMO   0.94 eV
2S+1   1
E_tot   -713.8696 hartree
Structure (SMILES)   CO[C@@H](F)Cl
Gap between HOMO and LUMO   12.1115 eV
HOMO level   -11.176 eV

Atom charges from the natural (NBO) analysis, given in e for atoms 1 to 4: C -0.25; C 0.43; O -0.52; F -0.36

---

(3)
# C3H6N2OS

A single C3H6N2OS molecule in a non-equilibrium geometry (ωB97M-V/def2-TZVPD, the Open Molecules 2025 dataset).

```
13
Properties=species:S:1:pos:R:3:forces:R:3
C 0.2594 -1.0086 0.7355 4.415 -1.708 -0.278
C -0.3537 -0.0305 1.5547 -0.638 1.858 2.358
C -0.1003 1.1784 -1.5561 0.760 -0.443 -3.989
H -0.4338 -1.6420 0.3299 -1.509 -1.648 -1.749
H 0.9815 -1.6248 1.3522 -0.582 0.547 -0.747
H -0.9962 -0.4260 2.4043 0.674 -0.033 -1.123
H 0.5414 0.3901 2.0946 -1.340 1.181 -0.522
H 0.0002 1.5531 -2.6200 0.224 -0.017 1.042
H 0.9826 -0.6277 -2.2524 -1.709 2.461 1.707
N -0.8810 1.8475 -0.8526 -1.601 -1.030 3.262
N 0.4618 -0.0668 -1.4604 1.557 -2.364 -1.140
O 1.1693 -0.3966 -0.3115 -1.623 -0.679 1.981
S -1.6311 0.8538 0.5819 1.371 1.875 -0.803
```
Forces are in eV/Å.

Output
E_LUMO   0.78 eV
2S+1   1
E_tot   -700.7024 hartree
Structure (SMILES)   C1=NSCCON1
Gap between HOMO and LUMO   9.5488 eV
HOMO level   -8.770 eV

Atom charges from the natural (NBO) analysis, given in e for atoms 1 to 4: C -0.09; C -0.60; C 0.24; H 0.19

---

- Which of these has the highest HOMO level?
  C3H6N2OS

---

- HOMO level of number 2 (C2H4ClFO)?
  -11.176 eV

---

Please write out number 3 again, unchanged.
# C3H6N2OS

A single C3H6N2OS molecule in a non-equilibrium geometry (ωB97M-V/def2-TZVPD, the Open Molecules 2025 dataset).

```
13
Properties=species:S:1:pos:R:3:forces:R:3
C 0.2594 -1.0086 0.7355 4.415 -1.708 -0.278
C -0.3537 -0.0305 1.5547 -0.638 1.858 2.358
C -0.1003 1.1784 -1.5561 0.760 -0.443 -3.989
H -0.4338 -1.6420 0.3299 -1.509 -1.648 -1.749
H 0.9815 -1.6248 1.3522 -0.582 0.547 -0.747
H -0.9962 -0.4260 2.4043 0.674 -0.033 -1.123
H 0.5414 0.3901 2.0946 -1.340 1.181 -0.522
H 0.0002 1.5531 -2.6200 0.224 -0.017 1.042
H 0.9826 -0.6277 -2.2524 -1.709 2.461 1.707
N -0.8810 1.8475 -0.8526 -1.601 -1.030 3.262
N 0.4618 -0.0668 -1.4604 1.557 -2.364 -1.140
O 1.1693 -0.3966 -0.3115 -1.623 -0.679 1.981
S -1.6311 0.8538 0.5819 1.371 1.875 -0.803
```
Forces are in eV/Å.

Output
E_LUMO   0.78 eV
2S+1   1
E_tot   -700.7024 hartree
Structure (SMILES)   C1=NSCCON1
Gap between HOMO and LUMO   9.5488 eV
HOMO level   -8.770 eV

Atom charges from the natural (NBO) analysis, given in e for atoms 1 to 4: C -0.09; C -0.60; C 0.24; H 0.19